*1*
11
Properties=species:S:1:pos:R:3:mulliken_charge:R:1 method="wB97M-V/def2-TZVPD" spin_multiplicity=1 charge=+1 mol_weight_g_mol=72.087 gap_ev=10.313 e_homo_ev=-15.31
C 1.07 -0.91 0.03 -0.384
C -0.15 -0.11 -0.55 0.153
C 0.85 1.08 -0.27 0.042
N -1.03 0.52 0.45 -0.439
O 1.73 0.39 0.38 -0.195
H 0.90 -1.63 0.98 0.267
H 1.69 -1.45 -0.71 0.298
H -0.71 -0.57 -1.49 0.366
H 1.04 2.18 -0.25 0.374
H -1.89 1.05 0.03 0.305
H -1.07 0.15 1.33 0.213

---

*2*
11
Properties=species:S:1:pos:R:3:mulliken_charge:R:1 method="wB97M-V/def2-TZVPD" spin_multiplicity=1 smiles="O=C1C[NH2+]C1" charge=+1 mol_weight_g_mol=72.087 gap_ev=10.904 e_homo_ev=-15.34
C 1.20 -0.02 -0.04 0.532
C 0.09 1.06 0.06 -0.553
C 0.17 -1.05 0.02 -0.399
N -0.91 0.01 -0.21 -0.107
O 2.37 0.02 -0.16 -0.396
H 0.08 1.40 1.00 0.310
H 0.10 1.89 -0.57 0.360
H 0.08 -2.03 -0.64 0.348
H -0.07 -1.39 1.08 0.270
H -1.66 0.08 0.48 0.337
H -1.45 0.03 -1.01 0.299

---

Short version: *1* is the least stable of them.

---

*1*
25
Properties=species:S:1:pos:R:3:mulliken_charge:R:1 method="wB97M-V/def2-TZVPD" spin_multiplicity=1 smiles="Cc1cc(C)[nH]n1.O=[N+]([O-])O.N=C=N" charge=0 mol_weight_g_mol=201.186 gap_ev=9.502 e_homo_ev=-8.98
C 0.91 -1.19 1.78 -1.111
C 1.41 0.07 1.56 0.684
C 1.00 1.56 -1.67 0.841
C -0.40 -1.29 1.23 0.556
C 2.63 0.86 2.10 -1.244
C -1.45 -2.42 1.23 -1.048
N 1.18 2.70 -1.34 -0.556
N -0.46 -0.06 0.60 0.380
N 0.58 0.75 0.80 -0.824
N 0.81 0.55 -2.35 -0.715
N -2.84 0.34 -2.65 1.064
O -2.47 0.62 -1.54 -0.588
O -1.85 0.50 -3.55 -0.426
O -3.85 -0.08 -3.05 -0.545
H 1.36 -1.84 2.43 0.455
H 3.04 1.39 1.30 0.321
H 3.34 0.34 2.70 0.360
H 2.15 1.56 2.68 0.335
H -2.05 -2.42 0.27 0.290
H -1.97 -2.32 2.12 0.304
H -0.85 -3.31 1.33 0.312
H 0.70 3.22 -0.59 0.317
H -1.33 0.16 0.14 0.285
H 1.34 -0.22 -2.29 0.159
H -0.92 0.53 -3.24 0.396

---

*2*
25
Properties=species:S:1:pos:R:3:mulliken_charge:R:1 method="wB97M-V/def2-TZVPD" spin_multiplicity=1 smiles="Cc1cc(C)[nH]n1.O=[N+]([O-])O.N=C=N" charge=0 mol_weight_g_mol=201.186 gap_ev=9.628 e_homo_ev=-9.01
C -2.23 -0.44 0.42 -0.410
C -1.90 -0.09 -0.90 0.617
C 1.25 1.63 -1.08 0.646
C -1.06 -1.00 0.91 0.361
C -2.80 0.63 -1.88 -1.558
C -0.89 -1.56 2.34 -1.021
N 1.05 1.66 -2.25 -0.516
N -0.15 -1.03 -0.13 0.209
N -0.63 -0.39 -1.18 -0.762
N 1.56 1.91 0.05 -0.619
N 3.81 -0.55 0.85 1.025
O 2.70 -0.99 0.73 -0.591
O 3.90 0.79 0.72 -0.441
O 4.81 -1.10 1.11 -0.574
H -3.16 -0.37 1.06 0.275
H -2.63 1.68 -2.03 0.326
H -3.78 0.63 -1.65 0.441
H -2.54 0.40 -2.87 0.394
H -0.67 -0.58 2.87 0.250
H -0.09 -2.34 2.24 0.274
H -1.82 -2.05 2.73 0.336
H 0.60 0.98 -2.90 0.351
H 0.86 -1.10 -0.23 0.332
H 0.78 2.19 0.67 0.223
H 3.01 1.11 0.39 0.432

---

Short version: *1* is the least stable of them.

---

*1*
10
Properties=species:S:1:pos:R:3:mulliken_charge:R:1 method="wB97M-V/def2-TZVPD" spin_multiplicity=1 smiles="O=CO.O=CO" charge=0 mol_weight_g_mol=92.050 gap_ev=11.658 e_homo_ev=-11.16
O 0.48 2.22 -1.71 -0.430
C -0.57 2.70 -1.48 0.323
O -0.70 4.04 -1.30 -0.438
H -1.57 2.26 -1.31 0.204
H -1.60 4.36 -1.15 0.341
O 1.22 -3.15 2.71 -0.472
C 1.03 -2.75 1.60 0.302
O 0.49 -3.54 0.61 -0.438
H 1.18 -1.84 1.02 0.296
H 0.04 -4.30 1.02 0.312

---

*2*
10
Properties=species:S:1:pos:R:3:mulliken_charge:R:1 method="wB97M-V/def2-TZVPD" spin_multiplicity=1 smiles="O=COC=O.O" charge=0 mol_weight_g_mol=92.050 gap_ev=11.594 e_homo_ev=-11.04
C -1.23 0.64 1.09 0.317
C -1.23 0.19 -1.62 0.205
O -1.21 0.01 -0.21 -0.342
O -0.56 1.61 1.03 -0.417
O 3.12 -0.63 0.75 -0.597
O -0.32 0.24 -2.32 -0.331
H -1.78 -0.06 1.76 0.320
H -2.40 0.25 -1.92 0.249
H 3.25 -1.51 1.14 0.316
H 2.36 -0.75 0.31 0.280

---

Short version: *2* is the least stable of them.

---

*1*
9
Properties=species:S:1:pos:R:3:mulliken_charge:R:1 method="wB97M-V/def2-TZVPD" spin_multiplicity=1 smiles=SS.C charge=0 mol_weight_g_mol=82.193 gap_ev=9.023 e_homo_ev=-8.75
C -1.41 -4.59 -1.78 -0.906
H -0.70 -5.16 -1.20 0.230
H -0.98 -3.60 -1.90 0.223
H -2.38 -4.64 -1.30 0.224
H -1.51 -5.04 -2.76 0.229
S 1.90 4.72 2.29 -0.162
S 1.96 6.80 2.08 -0.160
H 1.89 4.75 3.62 0.160
H 1.24 6.78 0.95 0.161

---

*2*
9
Properties=species:S:1:pos:R:3:mulliken_charge:R:1 method="wB97M-V/def2-TZVPD" spin_multiplicity=1 smiles=CS.S charge=0 mol_weight_g_mol=82.193 gap_ev=9.641 e_homo_ev=-8.92
C -2.21 0.71 -0.06 -0.707
H -2.49 1.06 0.93 0.280
H -1.85 1.54 -0.66 0.269
H -3.09 0.29 -0.54 0.249
H -0.02 0.07 0.63 0.016
H 1.62 1.16 0.66 0.173
H 3.28 0.38 -0.01 0.131
S -0.99 -0.63 0.03 -0.123
S 1.97 0.08 -0.06 -0.286

---

Short version: *2* is the least stable of them.

---

*1*
12
Properties=species:S:1:pos:R:3:mulliken_charge:R:1 method="wB97M-V/def2-TZVPD" spin_multiplicity=1 charge=0 mol_weight_g_mol=218.492 gap_ev="7.578 / 7.000" e_homo_ev="-9.35 / -8.48"
C -0.87 0.23 0.75 0.129
C 1.49 0.99 0.29 0.446
C 0.13 1.23 -0.04 0.347
C 1.26 -1.15 0.95 -0.123
N 1.92 -0.07 0.80 -0.388
O -0.03 1.86 -1.09 -0.499
S -0.33 -1.50 0.32 -0.086
Cl 2.73 2.15 -0.23 -0.141
Cl -0.94 0.69 2.26 -0.072
Cl -2.96 -1.39 -2.42 -0.210
H -3.81 -1.11 -3.26 0.219
H 1.41 -1.93 1.67 0.378

---

*2*
12
Properties=species:S:1:pos:R:3:mulliken_charge:R:1 method="wB97M-V/def2-TZVPD" spin_multiplicity=1 smiles="O=C1NSC=C(Cl)C1(Cl)Cl" charge=0 mol_weight_g_mol=218.492 gap_ev=8.816 e_homo_ev=-8.70
C 0.75 1.53 0.03 -0.402
C -0.57 1.13 -0.02 -0.156
C 0.01 -1.38 -0.13 0.131
C -1.02 -0.25 0.11 1.030
N 1.38 -1.11 -0.26 -0.289
O -0.31 -2.54 -0.29 -0.536
S 2.13 0.45 0.09 -0.007
Cl -1.73 2.31 0.04 -0.141
Cl -1.92 -0.39 1.65 -0.113
Cl -2.07 -0.40 -1.38 -0.132
H 1.33 2.44 0.03 0.310
H 2.01 -1.77 0.11 0.305

---

Short version: *1* is the least stable of them.